{"formula": "C74H88NO6P", "method": "ωB97M-V with the def2-TZVPD basis set", "symbols": ["C", "C", "O", "P", "O", "C", "C", "C", "C", "C", "C", "O", "N", "C", "C", "C", "C", "C", "C", "O", "C", "C", "C", "O", "C", "O", "C", "C", "H", "H", "H", "H", "H", "H", "H", "H", "H", "H", "H", "H", "H", "H", "H", "H", "H", "H", "H", "H", "H", "H", "H", "H", "H", "H", "H", "H", "H", "H", "H", "H", "H", "H", "C", "C", "C", "C", "C", "C", "H", "H", "H", "H", "H", "H", "C", "C", "C", "C", "C", "C", "H", "H", "H", "H", "H", "H", "C", "C", "C", "C", "C", "C", "H", "H", "H", "H", "H", "H", "C", "C", "C", "C", "C", "C", "H", "H", "H", "H", "H", "H", "C", "C", "C", "C", "C", "C", "H", "H", "H", "H", "H", "H", "C", "C", "C", "C", "C", "C", "H", "H", "H", "H", "H", "H", "C", "C", "C", "C", "C", "C", "H", "H", "H", "H", "H", "H", "C", "C", "C", "C", "C", "C", "H", "H", "H", "H", "H", "H", "C", "C", "C", "C", "C", "C", "H", "H", "H", "H", "H", "H"], "coordinates": [[-4.68972, -7.24027, 3.03729], [-3.61854, -6.31392, 2.47764], [-2.46511, -7.04293, 2.01528], [-2.35248, -7.65469, 0.54423], [-1.85400, -9.03922, 0.52797], [-1.29659, -6.55437, -0.42464], [-0.01379, -6.10030, 0.30299], [0.14977, -4.59916, 0.64437], [-1.20944, -3.97027, 1.03146], [-1.18076, -2.90768, 2.14264], [-1.19756, -1.45077, 1.72475], [-0.44780, -0.62151, 2.19544], [-2.12388, -1.11849, 0.73542], [-2.31318, 0.27527, 0.46537], [-1.38014, 0.93345, -0.32522], [-1.52558, 2.28934, -0.57272], [-2.60408, 2.98840, -0.04117], [-3.54373, 2.32418, 0.73615], [-3.39445, 0.96751, 0.99415], [1.02337, -4.64193, 1.78633], [1.98736, -3.62768, 1.99666], [0.82182, -3.90846, -0.56992], [0.76957, -2.38939, -0.66311], [0.17990, -4.42203, -1.73928], [1.06321, -4.68359, -2.80143], [-3.84458, -7.45100, -0.00135], [-4.35509, -8.38448, -0.97499], [-3.83365, -8.11017, -2.37282], [-4.25007, -8.19916, 3.31099], [-5.51165, -7.39689, 2.33826], [-5.11522, -6.80968, 3.94858], [-4.01817, -5.68754, 1.67654], [-3.24139, -5.64557, 3.25457], [-1.01171, -7.20646, -1.25655], [-1.85813, -5.73310, -0.86789], [0.09454, -6.64034, 1.24721], [0.84657, -6.39193, -0.30425], [-1.87301, -4.76680, 1.35371], [-1.67326, -3.54300, 0.13637], [-2.07156, -3.03500, 2.77397], [-0.33318, -3.03212, 2.80823], [-2.99686, -1.62308, 0.82258], [-0.53177, 0.39180, -0.72458], [-0.79199, 2.80321, -1.18236], [-2.70335, 4.05208, -0.22031], [-4.37827, 2.86543, 1.16413], [-4.10625, 0.44593, 1.62547], [2.77901, -3.63734, 1.24190], [2.44728, -3.84736, 2.96221], [1.55279, -2.62684, 2.05611], [1.87021, -4.23472, -0.58402], [1.34694, -2.07574, -1.53884], [1.19710, -1.88280, 0.20012], [-0.25818, -2.06495, -0.82696], [1.76916, -3.86090, -2.97479], [1.65110, -5.59298, -2.61917], [0.47974, -4.81700, -3.71340], [-5.43947, -8.25950, -0.94996], [-4.12164, -9.40113, -0.65729], [-2.77112, -8.33706, -2.46630], [-4.03405, -7.07845, -2.66377], [-4.36730, -8.76470, -3.06847], [2.27926, -8.65416, -6.54229], [1.10712, -7.91214, -6.58862], [0.45076, -7.57893, -5.41187], [0.96437, -7.99316, -4.19067], [2.13104, -8.74323, -4.14418], [2.79141, -9.06925, -5.32063], [2.79496, -8.90657, -7.46015], [0.70718, -7.59065, -7.54159], [-0.46027, -6.99468, -5.44652], [0.45558, -7.73029, -3.27158], [2.53007, -9.06622, -3.19118], [3.70853, -9.64329, -5.28462], [-8.38724, -5.81497, 6.66052], [-7.30697, -5.16276, 6.08271], [-6.05671, -5.22625, 6.68227], [-5.88555, -5.94161, 7.85918], [-6.96662, -6.59124, 8.43813], [-8.21690, -6.52836, 7.83873], [-9.36197, -5.76759, 6.19244], [-7.44019, -4.60411, 5.16494], [-5.21327, -4.71832, 6.23142], [-4.90973, -5.99360, 8.32430], [-6.83451, -7.14759, 9.35695], [-9.05939, -7.03604, 8.29013], [7.87021, -6.13904, -5.09112], [6.54221, -6.25065, -4.70318], [5.63753, -6.93105, -5.50710], [6.06258, -7.49763, -6.70028], [7.38989, -7.38435, -7.09051], [8.29389, -6.70525, -6.28558], [8.57587, -5.61180, -4.46202], [6.21158, -5.80792, -3.77216], [4.60226, -7.01779, -5.20551], [5.35689, -8.02802, -7.32737], [7.72004, -7.82476, -8.02255], [9.32912, -6.61742, -6.58904], [-1.33508, 5.86522, 3.02597], [-1.28300, 7.25246, 3.00218], [-0.65191, 7.90405, 1.95132], [-0.06948, 7.17083, 0.92681], [-0.11694, 5.78401, 0.95454], [-0.75188, 5.13151, 2.00185], [-1.83206, 5.35509, 3.84100], [-1.73467, 7.82662, 3.80102], [-0.61621, 8.98589, 1.92905], [0.41885, 7.68105, 0.10575], [0.34010, 5.20879, 0.15821], [-0.79391, 4.04974, 2.01694], [-1.42961, 8.93468, -4.57142], [-1.84208, 9.09834, -3.25615], [-1.55703, 8.12131, -2.31272], [-0.86086, 6.97993, -2.68512], [-0.45231, 6.81313, -4.00094], [-0.73589, 7.79154, -4.94407], [-1.64893, 9.69888, -5.30581], [-2.38744, 9.98762, -2.96575], [-1.87633, 8.24717, -1.28521], [-0.63875, 6.21964, -1.94675], [0.08825, 5.92147, -4.29172], [-0.41561, 7.66313, -5.96995], [4.28276, -0.39730, 3.41700], [5.05612, 0.68746, 3.02876], [4.44420, 1.86566, 2.62260], [3.05857, 1.95684, 2.59747], [2.28335, 0.86470, 2.96587], [2.89773, -0.30773, 3.38163], [4.76049, -1.31458, 3.73812], [6.13609, 0.61190, 3.03736], [5.04760, 2.71195, 2.31706], [2.58190, 2.87454, 2.27512], [1.20510, 0.92078, 2.93326], [2.28849, -1.15195, 3.67630], [-2.90934, 12.21719, -0.94790], [-4.08503, 12.84426, -1.33646], [-4.06386, 14.17574, -1.72781], [-2.86791, 14.88021, -1.72868], [-1.69267, 14.25374, -1.33759], [-1.71333, 12.92167, -0.94847], [-2.92586, 11.17745, -0.64453], [-5.01779, 12.29516, -1.33403], [-4.98026, 14.66483, -2.03176], [-2.85162, 15.91819, -2.03489], [-0.76008, 14.80314, -1.33567], [-0.79513, 12.43365, -0.64651], [0.57835, 13.84987, 3.99494], [-0.08182, 13.33098, 2.88985], [0.11990, 12.00790, 2.52299], [0.97936, 11.20370, 3.25817], [1.64150, 11.72383, 4.36151], [1.44010, 13.04683, 4.72985], [0.42049, 14.88080, 4.28435], [-0.75300, 13.95536, 2.31356], [-0.39768, 11.60441, 1.66111], [1.13615, 10.17206, 2.96993], [2.31386, 11.09799, 4.93386], [1.95535, 13.45292, 5.59073], [5.47989, -0.45051, -1.60247], [5.58372, 0.48652, -0.58389], [6.83065, 0.97166, -0.21480], [7.97210, 0.51845, -0.86143], [7.86767, -0.42244, -1.87692], [6.62116, -0.90669, -2.24818], [4.50683, -0.82631, -1.89307], [4.69490, 0.83648, -0.07432], [6.91152, 1.70343, 0.57896], [8.94421, 0.89837, -0.57415], [8.75813, -0.77764, -2.37944], [6.53920, -1.63899, -3.04134]], "forces_ev_per_a": [[-0.1, 0.2, 0.2], [0.0, 0.1, 0.2], [-0.2, 0.2, -0.3], [0.3, -0.2, 0.2], [-0.2, 0.3, 0.0], [0.1, -0.1, -0.1], [0.1, -0.1, 0.1], [0.1, 0.0, 0.0], [0.0, 0.2, -0.1], [-0.3, 0.1, 0.1], [0.2, 0.0, -0.3], [0.0, -0.2, -0.1], [-0.3, 0.3, 0.6], [0.1, 0.0, -0.2], [0.0, 0.1, 0.1], [-0.1, 0.0, 0.1], [0.0, 0.0, 0.0], [0.1, 0.0, 0.0], [0.0, -0.1, 0.0], [0.0, 0.0, -0.1], [0.0, 0.0, 0.2], [0.0, 0.0, -0.2], [0.1, 0.0, -0.1], [-0.1, 0.1, 0.0], [0.3, 0.0, -0.2], [0.1, -0.1, -0.2], [-0.2, 0.0, -0.1], [-0.2, -0.2, 0.0], [0.0, 0.0, -0.1], [0.2, -0.1, -0.1], [0.0, 0.0, -0.1], [0.0, -0.1, 0.0], [0.1, -0.1, 0.0], [0.0, 0.1, 0.0], [0.0, 0.0, 0.1], [-0.1, 0.1, 0.0], [0.0, 0.0, 0.1], [0.1, -0.1, 0.1], [0.0, -0.1, 0.0], [0.1, 0.0, -0.1], [0.0, -0.1, 0.0], [0.1, -0.2, -0.2], [-0.1, 0.0, 0.0], [0.0, 0.0, 0.0], [0.0, 0.0, 0.0], [0.0, 0.0, 0.0], [0.0, 0.0, 0.0], [0.0, 0.1, 0.0], [0.0, 0.0, -0.1], [0.0, 0.0, 0.0], [-0.1, -0.1, 0.1], [0.0, 0.0, 0.1], [-0.1, 0.0, 0.0], [0.0, 0.0, 0.1], [-0.1, 0.0, 0.1], [0.0, 0.0, 0.0], [0.0, 0.0, 0.1], [0.1, 0.0, 0.0], [0.1, 0.1, 0.0], [0.0, 0.1, 0.1], [0.1, 0.0, 0.0], [0.1, 0.1, 0.0], [0.0, 0.0, 0.0], [0.0, 0.0, 0.0], [0.0, 0.0, 0.0], [0.0, 0.0, 0.0], [0.0, 0.0, 0.0], [0.0, 0.0, 0.0], [0.0, 0.0, 0.0], [0.0, 0.0, 0.0], [0.0, 0.0, 0.0], [0.0, 0.0, 0.0], [0.0, 0.0, 0.0], [0.0, 0.0, 0.0], [0.0, 0.0, 0.0], [0.0, 0.0, 0.0], [0.0, 0.0, 0.0], [0.0, 0.0, 0.0], [0.0, 0.0, 0.0], [0.0, 0.0, 0.0], [0.0, 0.0, 0.0], [0.0, 0.0, 0.0], [0.0, 0.0, 0.0], [0.0, 0.0, 0.0], [0.0, 0.0, 0.0], [0.0, 0.0, 0.0], [0.0, 0.0, 0.0], [0.0, 0.0, 0.0], [0.0, 0.1, 0.0], [0.0, 0.0, 0.0], [0.0, 0.0, 0.0], [0.0, 0.0, 0.0], [0.0, 0.0, 0.0], [0.0, 0.0, 0.0], [0.0, 0.0, 0.0], [0.0, 0.0, 0.0], [0.0, 0.0, 0.0], [0.0, 0.0, 0.0], [0.0, 0.0, 0.0], [0.0, 0.0, 0.0], [0.0, 0.0, 0.0], [0.0, 0.0, 0.0], [0.0, 0.0, 0.0], [0.0, -0.1, 0.0], [0.0, 0.0, 0.0], [0.0, 0.0, 0.0], [0.0, 0.0, 0.0], [0.0, 0.0, 0.0], [0.0, 0.0, 0.0], [0.0, 0.0, 0.0], [0.0, 0.0, 0.0], [0.0, 0.0, 0.0], [0.0, 0.0, 0.0], [0.0, 0.0, 0.0], [0.0, 0.0, 0.0], [0.0, 0.0, 0.0], [0.0, 0.0, 0.0], [0.0, 0.0, 0.0], [0.0, 0.0, 0.0], [0.0, 0.0, 0.0], [0.0, 0.0, 0.0], [0.0, 0.0, 0.0], [0.0, 0.0, 0.0], [0.0, 0.0, 0.0], [0.0, 0.0, 0.0], [0.0, 0.0, -0.1], [0.0, 0.1, 0.0], [0.0, 0.0, 0.0], [0.0, 0.0, 0.0], [0.0, 0.0, 0.0], [0.0, 0.0, 0.0], [0.0, 0.0, 0.0], [0.0, 0.0, 0.0], [0.0, 0.0, 0.0], [0.0, 0.0, 0.0], [0.0, 0.0, 0.0], [0.0, 0.0, 0.0], [0.0, 0.0, 0.0], [0.0, 0.0, 0.0], [0.0, 0.0, 0.0], [0.0, 0.0, 0.0], [0.0, 0.0, 0.0], [0.0, 0.0, 0.0], [0.0, 0.0, 0.0], [0.0, 0.0, 0.0], [0.0, 0.0, 0.0], [0.0, 0.0, 0.0], [0.0, 0.0, 0.0], [0.0, 0.0, 0.0], [0.0, 0.0, 0.0], [0.0, 0.0, 0.0], [0.0, 0.0, 0.0], [0.0, 0.0, 0.0], [0.0, 0.0, 0.0], [0.0, 0.0, 0.0], [0.0, 0.0, 0.0], [0.0, 0.0, 0.0], [0.0, 0.0, 0.0], [0.0, 0.0, 0.0], [0.0, 0.0, 0.0], [0.0, 0.0, 0.0], [0.0, 0.0, 0.0], [0.0, 0.0, 0.0], [0.0, 0.0, 0.0], [0.0, 0.0, 0.0], [0.0, 0.0, 0.0], [0.0, 0.0, 0.0], [0.0, 0.0, 0.0], [0.0, 0.0, 0.0], [0.0, 0.0, 0.0]], "mulliken_charge": [-1.25, 0.04, -0.29, 0.61, -0.87, 1.08, -2.61, 2.56, 0.91, -0.99, 0.17, -0.51, 0.14, -0.14, 0.15, -0.79, -0.56, -0.79, -0.30, -0.50, -0.49, -0.90, -1.57, -0.36, -0.69, -0.35, -0.43, -0.96, 0.32, 0.26, 0.28, 0.25, 0.35, -1.19, 0.71, 0.83, 0.44, -1.52, 0.84, 0.45, 0.27, 0.41, 0.42, 0.41, 0.51, 0.41, 0.39, 0.32, 0.32, -0.09, 0.88, 0.52, 0.21, 0.29, 0.26, 0.34, 0.23, 0.33, 0.39, 0.18, 0.26, 0.44, -0.35, -0.58, -0.54, -0.10, -0.42, -0.70, 0.40, 0.38, 0.43, 0.57, 0.41, 0.44, -0.36, -0.38, -0.34, -0.42, -0.34, -0.38, 0.36, 0.36, 0.43, 0.36, 0.36, 0.36, -0.39, -0.58, -0.08, -0.28, -0.45, -0.39, 0.37, 0.40, 0.40, 0.28, 0.36, 0.36, -0.55, -0.53, -0.26, -0.51, -0.63, -0.57, 0.40, 0.41, 0.50, 0.57, 0.53, 0.61, -0.63, -0.14, -0.52, 0.00, -0.65, -0.26, 0.37, 0.38, 0.45, 0.27, 0.37, 0.37, -0.51, -0.26, -0.74, -0.39, -0.48, -0.23, 0.40, 0.39, 0.37, 0.52, 0.48, 0.44, -0.29, -0.52, -0.35, -0.40, -0.54, -0.35, 0.51, 0.37, 0.36, 0.37, 0.39, 0.46, -0.43, -0.41, -0.08, -0.34, -0.54, -0.36, 0.36, 0.40, 0.26, 0.43, 0.36, 0.36, -0.48, -0.25, -0.29, -0.52, -0.34, -0.47, 0.47, 0.39, 0.36, 0.36, 0.36, 0.41], "e_homo_ev": -9.10, "smiles": "CCOP(=O)(CC[C@@](CCC(=O)Nc1ccccc1)(OC)[C@H](C)OC)OCC.c1ccccc1.c1ccccc1.c1ccccc1.c1ccccc1.c1ccccc1.c1ccccc1.c1ccccc1.c1ccccc1.c1ccccc1", "charge": 0, "multiplicity": 1, "lumo_energy_ha": 0.0095, "molar_mass_da": 1118.493}